Entry 1:
A molecular structure, C34H46N4PPtSeSi4, computed with ωB97M-V/def2-TZVPD.

Each line ends with the Mulliken charge.
CARTESIAN COORDINATES (ANGSTROEM)
1 Pt 2.159 0.242 1.305  1.656
2 Se 6.797 -3.240 6.419  0.359
3 N 7.118 -2.183 5.032  -0.832
4 C 5.960 -1.883 4.504  1.046
5 C 5.804 -1.017 3.343  0.394
6 C 6.891 -0.426 2.694  -0.764
7 C 6.650 0.393 1.618  -0.905
8 C 5.337 0.619 1.214  0.480
9 N 4.292 0.063 1.820  -0.292
10 C 4.521 -0.759 2.870  -0.353
11 C 3.351 -1.359 3.504  -0.032
12 N 2.145 -1.078 2.961  -0.008
13 C 1.052 -1.563 3.553  0.038
14 C 1.096 -2.363 4.683  -1.378
15 C 2.322 -2.681 5.226  -0.727
16 C 3.475 -2.170 4.633  0.292
17 C 4.810 -2.445 5.146  1.037
18 N 5.039 -3.197 6.191  -0.828
19 H 7.893 -0.621 3.054  0.574
20 H 7.457 0.873 1.082  0.515
21 H 5.129 1.268 0.380  -0.162
22 H 0.100 -1.309 3.106  0.482
23 H 0.175 -2.728 5.116  0.522
24 H 2.413 -3.307 6.105  0.583
25 C -3.412 0.475 1.064  -1.178
26 Si -1.881 1.308 1.730  0.621
27 C -1.685 1.043 3.571  -1.098
28 C -1.822 3.110 1.263  -0.896
29 Si -0.037 0.105 0.790  -0.254
30 Si -10.799 -3.589 -6.632  0.595
31 C -9.452 -3.349 -7.833  -0.918
32 C -10.962 -5.173 -5.751  -0.913
33 C -12.054 -2.289 -6.420  -0.905
34 Si -0.359 -1.849 -0.557  0.494
35 C 1.079 -1.967 -1.749  -1.167
36 C -0.255 -3.217 0.722  -1.100
37 C -1.983 -1.967 -1.476  -1.126
38 H -4.297 0.980 1.459  0.452
39 H -3.469 -0.573 1.362  0.340
40 H -3.462 0.525 -0.026  0.356
41 H -2.492 1.565 4.093  0.469
42 H -0.740 1.443 3.942  0.341
43 H -1.757 -0.010 3.851  0.329
44 H -2.686 3.599 1.722  0.529
45 H -1.898 3.266 0.186  0.352
46 H -0.923 3.610 1.625  0.135
47 H -8.715 -4.150 -7.816  0.342
48 H -8.962 -2.383 -7.682  0.360
49 H -9.899 -3.308 -8.835  0.347
50 H -9.995 -5.529 -5.388  0.352
51 H -11.309 -5.919 -6.479  0.349
52 H -11.681 -5.135 -4.935  0.342
53 H -11.720 -1.313 -6.769  0.338
54 H -12.404 -2.226 -5.388  0.358
55 H -12.924 -2.580 -7.026  0.352
56 H 2.031 -1.740 -1.265  0.237
57 H 0.954 -1.310 -2.612  0.365
58 H 1.138 -2.988 -2.136  0.566
59 H 0.723 -3.255 1.204  0.327
60 H -0.405 -4.173 0.213  0.479
61 H -1.025 -3.142 1.494  0.328
62 H -2.117 -1.201 -2.240  0.354
63 H -2.849 -1.956 -0.814  0.340
64 H -1.957 -2.939 -1.977  0.420
65 C 0.743 1.808 -1.405  -1.715
66 P 2.088 1.960 -0.186  0.436
67 C 1.777 3.511 0.674  1.205
68 C 1.415 4.649 -0.050  -0.624
69 C 1.177 5.843 0.610  -0.850
70 C 1.308 5.911 1.993  -0.590
71 C 1.679 4.787 2.716  -0.660
72 C 1.911 3.586 2.059  -0.495
73 C 3.545 2.199 -1.223  0.043
74 C 4.399 3.282 -1.015  -0.329
75 C 5.544 3.414 -1.789  -0.831
76 C 5.838 2.473 -2.765  -0.533
77 C 4.989 1.393 -2.974  -0.832
78 C 3.846 1.253 -2.204  -0.147
79 H 0.702 2.676 -2.062  0.578
80 H -0.233 1.760 -0.895  0.323
81 H 0.884 0.914 -2.011  0.269
82 H 1.330 4.616 -1.130  0.364
83 H 0.896 6.723 0.048  0.450
84 H 1.126 6.846 2.505  0.416
85 H 1.790 4.845 3.790  0.444
86 H 2.195 2.706 2.624  0.272
87 H 4.178 4.018 -0.254  0.475
88 H 6.204 4.257 -1.630  0.454
89 H 6.730 2.582 -3.368  0.439
90 H 5.218 0.662 -3.738  0.462
91 H 3.199 0.397 -2.365  0.264

Relative energy (zero: lowest compared OMol25 entry of this formula, charge and spin), eV: 0.047
Gap between HOMO and LUMO, eV: 7.29
LUMO, eV: -7.42
Charge: +3

=====

Entry 2:
A molecular structure, C34H46N6STi, computed with ωB97M-V/def2-TZVPD.

Each line ends with the Mulliken charge.
CARTESIAN COORDINATES (ANGSTROEM)
1 Ti 0.041 0.711 -0.024  -1.841
2 C -0.129 5.031 0.030  -2.195
3 C 0.185 3.572 0.139  1.234
4 N -0.551 2.618 -0.404  1.659
5 N -1.609 2.919 -1.211  -0.956
6 C -2.414 1.933 -1.677  0.458
7 N -3.463 2.258 -2.432  -0.386
8 S -2.057 0.318 -1.335  -0.400
9 C 1.382 3.105 0.787  0.109
10 C 2.397 3.959 1.256  -1.045
11 C 3.572 3.425 1.738  -1.047
12 C 3.721 2.037 1.776  -0.853
13 C 2.689 1.249 1.311  -0.178
14 N 1.543 1.748 0.837  1.671
15 H -1.196 5.210 -0.102  0.629
16 H 0.408 5.479 -0.808  0.302
17 H 0.171 5.554 0.933  0.576
18 H -1.828 3.897 -1.403  0.189
19 H -3.738 3.209 -2.624  0.193
20 H -4.062 1.519 -2.767  0.279
21 H 2.271 5.028 1.214  0.535
22 H 4.371 4.068 2.072  0.525
23 H 4.621 1.583 2.156  0.558
24 H 2.767 0.164 1.336  0.187
25 C 2.842 2.132 -2.175  -1.818
26 C 1.541 1.397 -2.493  1.234
27 C 0.730 2.155 -3.544  -1.716
28 C 1.788 -0.033 -2.909  0.558
29 C 2.471 -0.319 -4.080  -0.380
30 C 2.679 -1.634 -4.464  -1.640
31 C 2.093 -2.657 -3.745  -0.474
32 C 1.380 -2.414 -2.580  0.353
33 C 0.578 -3.519 -1.937  1.836
34 C 1.447 -4.666 -1.419  -1.713
35 C -0.434 -4.047 -2.959  -1.628
36 C 1.317 -1.089 -2.104  0.143
37 N 0.815 -0.792 -0.831  1.293
38 C 1.259 -1.474 0.244  -0.544
39 C 0.591 -1.276 1.441  -1.341
40 N -0.429 -0.380 1.493  1.519
41 C -1.422 -0.701 2.450  0.273
42 C -1.892 -2.043 2.500  0.496
43 C -2.704 -2.442 3.551  -0.661
44 C -3.103 -1.562 4.535  -1.564
45 C -2.752 -0.230 4.413  -1.099
46 C -1.938 0.225 3.389  0.566
47 C -1.706 1.716 3.336  0.166
48 C -2.290 2.251 2.026  -0.928
49 C -0.244 2.106 3.556  -1.516
50 C -1.657 -3.057 1.402  2.094
51 C -3.004 -3.496 0.817  -1.601
52 C -0.887 -4.278 1.911  -1.573
53 H 2.635 3.131 -1.788  0.397
54 H 3.440 2.239 -3.076  0.518
55 H 3.433 1.583 -1.442  0.328
56 H 0.926 1.355 -1.560  0.323
57 H 1.285 2.229 -4.475  0.438
58 H 0.524 3.168 -3.201  0.351
59 H -0.210 1.643 -3.750  0.355
60 H 2.851 0.482 -4.694  0.448
61 H 3.263 -1.851 -5.344  0.415
62 H 2.188 -3.669 -4.104  0.440
63 H 0.012 -3.104 -1.097  -0.982
64 H 2.019 -5.110 -2.228  0.411
65 H 0.816 -5.442 -0.991  0.439
66 H 2.143 -4.330 -0.652  0.300
67 H 0.067 -4.525 -3.794  0.382
68 H -1.052 -3.240 -3.344  0.386
69 H -1.080 -4.784 -2.492  0.443
70 H 2.072 -2.191 0.149  0.578
71 H 0.813 -1.874 2.321  0.598
72 H -3.034 -3.468 3.598  0.390
73 H -3.708 -1.895 5.363  0.414
74 H -3.115 0.479 5.142  0.460
75 H -2.277 2.169 4.152  0.887
76 H -1.918 1.646 1.189  -0.268
77 H -2.028 3.301 1.896  0.326
78 H -3.374 2.166 2.047  0.522
79 H 0.428 1.511 2.937  0.162
80 H 0.019 1.941 4.596  0.504
81 H -0.101 3.164 3.341  0.407
82 H -1.097 -2.594 0.585  -1.142
83 H -3.582 -4.072 1.530  0.384
84 H -2.837 -4.121 -0.055  0.361
85 H -3.591 -2.630 0.516  0.405
86 H -1.440 -4.783 2.696  0.434
87 H 0.088 -4.005 2.310  0.259
88 H -0.737 -4.986 1.101  0.389

Relative energy (zero: lowest compared OMol25 entry of this formula, charge and spin), eV: 1.450
Gap between HOMO and LUMO (spin up / spin down), eV: 5.38 / 5.31
LUMO (spin up / spin down), eV: -7.52 / -7.51
Charge: +2

=====

- Which value of charge does entry 1 give?
  +3

=====

- Look up the charge of the second one.
  +2